Molecular formula: C35H44BaCl5N3PSSe2Te2
Method: DFT, ωB97M-V/def2-TZVPD

Computed properties:
Total charge = -1
Energy above the lowest of the compared OMol25 structures with the same formula, charge and spin = 0.886 eV

Structure (XYZ):
```
94
Properties=species:S:1:pos:R:3:lowdin_charge:R:1
Ba 0.2441 -0.2374 0.2185 1.3051
C -2.1453 1.2538 5.1919 -0.0465
C -1.8027 0.1090 6.1451 -0.5469
C -0.8444 0.6477 7.2151 -0.0369
C -3.1051 -0.3639 6.8006 -0.0500
C -1.1244 -1.0593 5.4285 -0.1723
C -0.8008 -2.2122 6.1700 -0.0433
C -0.0975 -3.2639 5.6252 -0.0776
C 0.2959 -3.1808 4.2939 -0.4693
S 1.2540 -4.2599 3.3381 1.1078
C 1.1429 -3.1494 1.9865 -0.5163
N 0.4371 -2.0795 2.2296 -0.0403
C -0.0377 -2.0637 3.5269 -0.3265
C -0.7475 -1.0037 4.0993 -0.0233
C 1.7989 -3.4397 0.7081 -0.3077
C 2.4544 -4.6704 0.5556 -0.0876
C 3.0394 -4.9859 -0.6537 -0.1059
C 2.9350 -4.0794 -1.7063 -0.0979
C 2.2772 -2.8743 -1.5257 -0.2054
C 1.6968 -2.4739 -0.3102 -0.2958
H -2.6035 2.0714 5.7515 0.0928
H -2.8628 0.9284 4.4359 0.0638
H -1.2662 1.6513 4.6843 0.0764
H -1.2964 1.4913 7.7410 0.0867
H 0.0851 0.9860 6.7578 0.0621
H -0.5992 -0.1193 7.9495 0.0793
H -3.5970 0.4699 7.3050 0.0830
H -2.9320 -1.1445 7.5400 0.0729
H -3.7920 -0.7610 6.0503 0.0813
H -1.0865 -2.2687 7.2117 0.1031
H 0.1560 -4.1247 6.2294 0.1053
H -0.9192 -0.1224 3.4968 0.0836
H 2.5054 -5.3929 1.3649 0.0697
H 3.5491 -5.9315 -0.7869 0.0906
H 3.3560 -4.3317 -2.6746 0.0956
H 2.1877 -2.2256 -2.3953 0.0520
Se -1.6216 -3.0880 -2.0661 -0.2884
Te -0.8730 -0.9293 -3.0640 -0.0062
Te -3.0646 0.5767 -3.8440 0.0578
Se -3.4039 2.3809 -2.1428 -0.3265
C -4.9767 -0.9667 1.9581 -0.0639
C -3.4660 -1.3023 1.9287 -0.1278
N -2.7786 -0.4196 1.0015 -0.1988
C -3.0369 0.9789 1.3480 -0.1756
C -4.5296 1.3138 1.1860 -0.0808
N -5.2380 0.0296 0.8743 -0.0911
C -4.7725 -0.5113 -0.4542 -0.0902
C -3.2555 -0.6742 -0.3551 -0.3326
H -5.2860 -0.5004 2.8945 0.1240
H -5.6085 -1.8337 1.7667 0.1288
H -3.3103 -2.3266 1.5896 0.1382
H -3.0407 -1.2066 2.9283 0.1019
H -2.4869 1.6134 0.6558 0.0235
H -2.6894 1.1677 2.3628 0.1009
H -4.6814 1.9678 0.3229 0.0609
H -4.9892 1.7185 2.0881 0.1282
H -6.2358 0.2159 0.8151 0.1821
H -5.0331 0.2256 -1.2174 0.0567
H -5.3043 -1.4505 -0.6073 0.1347
H -2.8018 0.0736 -0.9997 -0.0598
H -2.9384 -1.6669 -0.6806 -0.0600
C 5.6072 0.2555 -2.9987 -0.1584
C 4.1012 0.1043 -2.8154 -0.4185
P 3.4047 0.5711 -1.1696 0.9297
C 4.1134 2.2782 -0.9821 -0.4218
C 3.3073 3.1916 -0.0680 -0.1650
C 4.4828 -0.3971 -0.0250 -0.4187
C 4.0443 -0.2606 1.4257 -0.1754
H 5.9007 0.0209 -4.0233 0.0655
H 6.1560 -0.4173 -2.3396 0.0606
H 5.9422 1.2715 -2.7869 0.0562
H 3.8029 -0.9295 -2.9978 0.0518
H 3.5603 0.7037 -3.5541 0.0756
H 4.1595 2.7110 -1.9873 0.0741
H 5.1495 2.2077 -0.6350 0.0747
H 2.2942 3.3280 -0.4445 0.0368
H 3.7715 4.1765 0.0116 0.0709
H 3.2203 2.7845 0.9396 0.0481
H 5.5269 -0.0909 -0.1407 0.0702
H 4.4054 -1.4418 -0.3354 0.0697
H 4.0326 0.7763 1.7619 0.0491
H 4.7049 -0.8129 2.0970 0.0753
H 3.0431 -0.6691 1.5726 0.0189
Cl -0.4719 3.0380 0.1008 0.5753
C 0.2064 3.0398 1.7515 -0.7055
C 0.7584 1.8714 2.2400 -0.2967
C 1.3090 2.0015 3.5028 -0.7164
Cl 2.1019 0.6022 4.2267 0.6780
C 1.2898 3.1715 4.2578 -0.7238
Cl 1.9884 3.2533 5.8379 0.6487
C 0.6833 4.3045 3.7190 -0.7157
Cl 0.6135 5.7704 4.6290 0.6478
C 0.1363 4.2486 2.4383 -0.7182
Cl -0.5990 5.6533 1.7569 0.6597
```